## 1
{
  "formula": "H17O9",
  "method": "ωB97M-V/def2-TZVPD",
  "elements": ["O", "H", "O", "H", "H", "O", "H", "H", "O", "H", "H", "O", "H", "H", "O", "H", "H", "O", "H", "H", "O", "H", "H", "O", "H", "H"],
  "xyz": [[8.4221, 8.6084, 10.2542], [7.5123, 8.2972, 10.1535], [8.5443, 7.5606, 7.6293], [8.3253, 7.9948, 8.4817], [9.4901, 7.6975, 7.5406], [5.2854, 6.8271, 8.3799], [5.3107, 7.7678, 8.1830], [6.2087, 6.5468, 8.3610], [9.6141, 8.5208, 12.7957], [9.0498, 8.4449, 11.9961], [10.0214, 9.3855, 12.7116], [7.6383, 10.7603, 8.5271], [6.9597, 11.2407, 9.0088], [7.8793, 10.0135, 9.1169], [7.5298, 5.7947, 10.3785], [7.8779, 6.7004, 10.2892], [7.4575, 5.6688, 11.3280], [10.7780, 9.7619, 9.3559], [10.6715, 9.6679, 8.4065], [9.9470, 9.4016, 9.7272], [4.7076, 9.8807, 11.3164], [4.8888, 10.4021, 12.1036], [5.4065, 10.1465, 10.7113], [7.6447, 10.9341, 11.8269], [8.0888, 10.3192, 11.2118], [8.2971, 11.6193, 11.9944]],
  "nbo_charge": [-1.297, 0.437, -0.983, 0.493, 0.460, -0.952, 0.464, 0.489, -0.985, 0.510, 0.453, -0.980, 0.454, 0.494, -0.968, 0.488, 0.463, -0.981, 0.454, 0.509, -0.944, 0.471, 0.472, -0.988, 0.507, 0.460],
  "homo_ev": -6.76,
  "charge": -1,
  "e_lumo_ev": 3.15
}



## 2
{
  "formula": "H17O9",
  "method": "ωB97M-V/def2-TZVPD",
  "elements": ["O", "H", "O", "H", "H", "O", "H", "H", "O", "H", "H", "O", "H", "H", "O", "H", "H", "O", "H", "H", "O", "H", "H", "O", "H", "H"],
  "xyz": [[0.1774, -0.2549, -0.1100], [-0.5408, 0.2108, -0.5903], [2.2620, 1.0707, 0.5005], [2.1326, 1.5785, 1.2822], [1.4974, 0.6192, 0.2100], [0.6782, -0.6355, -3.0941], [0.4659, -0.4901, -2.1885], [-0.1236, -0.9466, -3.4765], [-0.1697, 1.4836, 2.7040], [-0.4923, 1.8028, 1.8327], [-1.0193, 1.1051, 3.0094], [0.9475, -1.9744, 1.8428], [0.6822, -1.8712, 2.7475], [0.6376, -1.1875, 1.3062], [-2.1329, 0.4729, -1.7005], [-1.3957, 0.8774, -2.0671], [-2.5554, 1.0582, -1.0208], [-2.1987, -1.5094, 0.6863], [-1.4211, -0.9998, 0.4602], [-2.8163, -1.1216, 0.0814], [1.7490, -2.3236, -0.8357], [2.7147, -2.0889, -1.0446], [1.2197, -1.5193, -0.7049], [-0.4242, 2.3168, 0.2504], [-0.1555, 1.4384, 0.0846], [0.2811, 2.8881, -0.1651]],
  "nbo_charge": [-1.264, 0.427, -1.003, 0.463, 0.494, -0.951, 0.485, 0.454, -0.972, 0.485, 0.453, -0.979, 0.446, 0.512, -0.951, 0.477, 0.487, -0.962, 0.496, 0.443, -0.980, 0.454, 0.498, -0.992, 0.490, 0.489],
  "homo_ev": -6.18,
  "charge": -1,
  "e_lumo_ev": 2.98
}



Least stable of them? 2.



## 1
{
  "formula": "C3H11NO2S",
  "method": "ωB97M-V/def2-TZVPD",
  "elements": ["N", "C", "C", "O", "C", "S", "H", "H", "H", "H", "H", "H", "H", "H", "H", "O", "H", "H"],
  "xyz": [[0.7913, 0.8940, 1.2149], [1.1116, -0.4582, 0.5876], [2.3328, -0.4102, -0.3065], [2.0054, -0.2012, -1.6176], [-0.0819, -0.9442, -0.1708], [-1.6033, -1.3533, 0.8219], [0.3395, 1.3820, 0.5620], [1.6199, 1.1465, 1.5221], [1.4204, -1.0721, 1.5305], [2.8409, -1.3593, -0.1966], [2.9731, 0.4016, -0.0255], [1.8213, -0.8828, -2.2913], [-0.0119, -1.8350, -0.7931], [-0.3310, -0.1146, -1.0205], [-1.6463, -0.6041, 1.8209], [-2.4792, 3.0457, -0.9461], [-3.2614, 2.8483, -1.4603], [-2.0352, 3.6043, -1.4560]],
  "nbo_charge": [-0.815, -0.107, -0.060, -0.753, -0.517, -0.052, 0.354, 0.344, 0.196, 0.162, 0.177, 0.494, 0.228, 0.229, 0.121, -0.918, 0.465, 0.453],
  "homo_ev": -8.67,
  "smiles": "N[C@H](CO)CS.O",
  "e_lumo_ev": 0.65
}



## 2
{
  "formula": "C3H11NO2S",
  "method": "ωB97M-V/def2-TZVPD",
  "elements": ["O", "C", "N", "C", "C", "S", "H", "H", "H", "H", "H", "H", "H", "H", "H", "O", "H", "H"],
  "xyz": [[2.8723, -0.8988, 0.9828], [2.1582, -0.6076, -0.1917], [1.3510, 0.5990, -0.0777], [-0.0618, 0.4296, -0.3585], [-0.8853, 1.6090, 0.1505], [-2.5322, 1.5234, -0.6405], [2.2250, -1.0347, 1.6787], [1.5066, -1.4606, -0.4104], [2.8475, -0.4945, -1.0297], [1.8240, 1.3441, -0.5657], [-0.4490, -0.4664, 0.1144], [-0.2527, 0.2909, -1.4406], [-0.4045, 2.5541, -0.0877], [-1.0231, 1.5131, 1.2265], [-3.0691, 2.4635, 0.1469], [-1.6950, -2.3716, -0.0127], [-2.5092, -2.6913, -0.4090], [-1.9028, -2.3012, 0.9244]],
  "nbo_charge": [-0.715, 0.089, -0.654, -0.236, -0.496, -0.059, 0.464, 0.152, 0.161, 0.366, 0.218, 0.165, 0.207, 0.211, 0.121, -0.941, 0.476, 0.469],
  "homo_ev": -9.03,
  "smiles": "OCNCCS.O",
  "e_lumo_ev": 0.58
}



Least stable of them? 1.



## 1
{
  "formula": "C6H10P2",
  "method": "ωB97M-V/def2-TZVPD",
  "elements": ["C", "C", "C", "C", "P", "P", "C", "C", "H", "H", "H", "H", "H", "H", "H", "H", "H", "H"],
  "xyz": [[-1.6196, -0.1980, 1.1701], [-1.3248, 0.5012, 0.1122], [-0.6484, 1.4996, -0.5033], [-0.8554, 2.9123, -0.4219], [1.0123, 1.2208, -1.2059], [1.0069, -1.1079, -1.6254], [1.0524, -1.6677, 0.0247], [1.3745, -3.0319, 0.5526], [-2.2270, -1.0335, 0.9460], [-1.2746, 0.0315, 2.2743], [-1.8842, 3.1343, -0.1363], [-0.7305, 3.2561, -1.5107], [-0.2084, 3.4617, 0.2340], [0.6195, 1.7708, -2.5100], [1.3138, -0.9445, 0.5709], [0.9862, -3.0725, 1.5495], [2.4612, -3.0475, 0.6182], [0.9460, -3.6848, -0.1391]],
  "nbo_charge": [-0.505, 0.080, -0.339, -0.652, 0.253, 0.328, -0.436, -0.659, 0.213, 0.224, 0.230, 0.213, 0.239, -0.010, 0.150, 0.220, 0.234, 0.220],
  "homo_ev": -8.21,
  "smiles": "C=C=C(C)P/P=C/C",
  "e_lumo_ev": 0.10
}



## 2
{
  "formula": "C6H10P2",
  "method": "ωB97M-V/def2-TZVPD",
  "elements": ["P", "C", "P", "C", "C", "C", "C", "C", "H", "H", "H", "H", "H", "H", "H", "H", "H", "H"],
  "xyz": [[1.7061, -0.5203, -2.3607], [0.7613, -0.2674, -0.8749], [-0.8271, 0.6359, -1.2418], [-1.7978, -0.0367, 0.1246], [-1.2650, 0.8260, 1.2219], [-0.1515, 0.6089, 1.9396], [0.9401, -0.3006, 1.6545], [1.2350, -0.6998, 0.3850], [1.9788, -1.8422, -2.0027], [2.9979, -0.3088, -1.9542], [-1.1611, 0.0742, -2.3771], [-1.2088, 1.9627, -1.5813], [-2.8331, 0.2131, -0.1492], [-1.6818, -1.0817, 0.2209], [-1.8932, 1.6789, 1.5656], [-0.1343, 1.3532, 2.8015], [1.3836, -0.8620, 2.3771], [1.9507, -1.4333, 0.2511]],
  "nbo_charge": [0.329, -0.826, 1.028, -0.714, -0.296, -0.165, -0.362, -0.161, -0.049, -0.048, -0.056, -0.020, 0.236, 0.264, 0.214, 0.208, 0.209, 0.209],
  "homo_ev": -7.01,
  "smiles": "PC1=[PH2]CC=CC=C1",
  "e_lumo_ev": 0.60
}



Least stable of them? 1.



## 1
{
  "formula": "C40H34Cl2F6N5O3PSY",
  "method": "ωB97M-V/def2-TZVPD",
  "elements": ["Y", "N", "C", "C", "C", "C", "C", "C", "N", "C", "C", "C", "S", "C", "N", "H", "H", "H", "H", "H", "H", "H", "N", "C", "C", "C", "C", "C", "C", "P", "C", "C", "C", "C", "C", "C", "C", "C", "C", "C", "C", "C", "H", "H", "H", "H", "H", "H", "H", "H", "H", "H", "H", "H", "H", "H", "H", "H", "C", "C", "O", "C", "F", "F", "F", "C", "F", "F", "F", "H", "H", "H", "Cl", "C", "Cl", "C", "O", "O", "H", "C", "C", "C", "C", "N", "C", "C", "H", "H", "H", "H", "H", "H", "H"],
  "xyz": [[-0.3452, 0.0935, -0.6452], [2.2225, 3.7868, -1.2586], [2.3060, 3.4572, -2.6040], [2.9513, 4.0777, -3.6670], [2.8745, 3.4363, -4.8844], [2.1867, 2.2192, -5.0311], [1.5441, 1.6181, -3.9711], [1.5998, 2.2640, -2.7370], [1.0901, 1.8972, -1.4895], [1.5101, 2.8142, -0.6520], [1.2927, 2.7106, 0.7878], [1.8007, 3.5027, 1.7652], [1.3577, 2.8944, 3.2915], [0.5080, 1.6319, 2.5399], [0.5460, 1.6391, 1.2356], [2.6426, 4.5836, -0.8134], [3.4920, 5.0063, -3.5473], [3.3635, 3.8732, -5.7441], [2.1715, 1.7393, -5.9995], [1.0483, 0.6667, -4.0839], [2.4182, 4.3798, 1.6699], [-0.0288, 0.8976, 3.1201], [0.0951, -1.6811, 1.2786], [-0.3687, -1.6033, 2.6511], [0.4268, -2.0936, 3.6787], [0.0257, -1.9514, 4.9979], [-1.1747, -1.3178, 5.2964], [-1.9682, -0.8307, 4.2698], [-1.5789, -0.9674, 2.9378], [-2.4752, -0.2478, 1.5219], [-3.7584, -1.4921, 1.1656], [-4.0676, -2.5490, 2.0154], [-5.0413, -3.4730, 1.6546], [-5.7121, -3.3413, 0.4475], [-5.4023, -2.2906, -0.4083], [-4.4242, -1.3766, -0.0546], [-3.4322, 1.1364, 2.2048], [-4.6718, 0.9717, 2.8192], [-5.3571, 2.0723, 3.3129], [-4.8150, 3.3442, 3.1878], [-3.5897, 3.5189, 2.5586], [-2.9047, 2.4195, 2.0638], [1.1041, -1.5324, 1.2410], [-0.0641, -2.6103, 0.8978], [1.3671, -2.5765, 3.4427], [0.6536, -2.3305, 5.7927], [-1.4862, -1.2000, 6.3250], [-2.8933, -0.3161, 4.4998], [-3.5505, -2.6592, 2.9608], [-5.2792, -4.2910, 2.3216], [-6.4738, -4.0586, 0.1722], [-5.9155, -2.1913, -1.3559], [-4.1439, -0.5801, -0.7317], [-5.1112, -0.0153, 2.9032], [-6.3202, 1.9365, 3.7863], [-5.3551, 4.2015, 3.5669], [-3.1774, 4.5117, 2.4361], [-1.9742, 2.5626, 1.5269], [-4.2696, 2.1452, -1.7613], [-2.7736, 1.9666, -2.0293], [-2.1749, 1.1702, -1.0947], [-2.1201, 3.3816, -2.0391], [-1.8508, 3.7568, -0.7761], [-0.9620, 3.4198, -2.7173], [-2.9165, 4.3128, -2.5751], [-2.5639, 1.2901, -3.3976], [-3.3677, 0.2237, -3.5345], [-1.2939, 0.8087, -3.4912], [-2.7689, 2.0903, -4.4444], [-4.3889, 2.6448, -0.7994], [-4.7462, 1.1720, -1.7077], [-4.7606, 2.7351, -2.5337], [4.4953, 0.6870, -1.8617], [3.7306, -0.9210, -1.7951], [3.7459, -1.7036, -3.3709], [2.3289, -0.7534, -1.2127], [1.3227, -0.8850, -1.9603], [2.2532, -0.4577, -0.0046], [4.3286, -1.5186, -1.1137], [-2.6472, -5.6137, -3.6880], [-2.1696, -4.3846, -2.9752], [-2.3644, -4.2113, -1.6086], [-1.9019, -3.0673, -0.9931], [-1.2539, -2.0875, -1.6382], [-1.0502, -2.2648, -2.9493], [-1.4912, -3.3739, -3.6435], [-3.5999, -5.9548, -3.2847], [-1.9259, -6.4232, -3.5601], [-2.7613, -5.4355, -4.7551], [-2.8891, -4.9531, -1.0210], [-2.0862, -2.9218, 0.0638], [-0.5022, -1.4891, -3.4636], [-1.2998, -3.4431, -4.7058]],
  "mulliken_charge": [-0.019, 0.089, 0.828, -1.310, -0.657, -1.058, -0.544, -0.691, 2.571, -0.183, -0.608, -0.703, -0.167, -0.564, 1.190, 0.235, 0.475, 0.424, 0.485, 0.291, 0.467, 0.237, -0.109, -0.148, -0.453, -0.804, -0.817, -0.326, -0.812, 2.917, -0.780, -0.209, -0.826, -0.693, -0.525, 0.283, 0.326, -0.534, -0.769, -0.693, -0.836, 0.194, 0.392, 0.299, 0.557, 0.397, 0.472, 0.460, 0.435, 0.460, 0.421, 0.497, -0.105, 0.446, 0.440, 0.412, 0.462, -0.097, -1.790, 0.816, 1.678, 0.081, -0.206, -0.244, -0.328, 0.203, -0.295, 0.030, -0.323, 0.374, 0.408, 0.421, -0.157, -0.010, -0.159, 0.484, -0.337, -0.660, 0.401, -1.541, 0.994, -1.421, -0.136, 0.399, -0.275, -1.279, 0.390, 0.304, 0.390, 0.523, 0.464, 0.212, 0.468],
  "homo_ev": -10.93,
  "charge": 1,
  "e_lumo_ev": -2.39
}



## 2
{
  "formula": "C40H34Cl2F6N5O3PSY",
  "method": "ωB97M-V/def2-TZVPD",
  "elements": ["Y", "N", "C", "C", "C", "C", "C", "C", "N", "C", "C", "C", "S", "C", "N", "H", "H", "H", "H", "H", "H", "H", "N", "C", "C", "C", "C", "C", "C", "P", "C", "C", "C", "C", "C", "C", "C", "C", "C", "C", "C", "C", "H", "H", "H", "H", "H", "H", "H", "H", "H", "H", "H", "H", "H", "H", "H", "H", "C", "C", "O", "C", "F", "F", "F", "C", "F", "F", "F", "H", "H", "H", "Cl", "C", "Cl", "C", "O", "O", "H", "C", "C", "C", "C", "N", "C", "C", "H", "H", "H", "H", "H", "H", "H"],
  "xyz": [[-0.0168, 0.3726, 1.0691], [3.7907, -0.8244, 3.0854], [4.4545, -0.7608, 1.8715], [5.7300, -1.1530, 1.4812], [6.0739, -0.9045, 0.1685], [5.1801, -0.2740, -0.7141], [3.9132, 0.0979, -0.3129], [3.5401, -0.1808, 0.9974], [2.3422, 0.0788, 1.6735], [2.5647, -0.2920, 2.9122], [1.6171, -0.0693, 3.9947], [1.8731, -0.0008, 5.3232], [0.4442, 0.4142, 6.1560], [-0.4022, 0.4868, 4.6801], [0.3175, 0.1989, 3.6361], [4.1526, -1.2028, 3.9420], [6.4241, -1.6185, 2.1718], [7.0578, -1.1880, -0.1861], [5.4980, -0.0642, -1.7286], [3.2358, 0.6084, -0.9828], [2.8098, -0.1345, 5.8464], [-1.4477, 0.7641, 4.6294], [-0.9170, 2.8595, -0.2016], [-1.3918, 3.0254, -1.5408], [-2.2473, 4.0714, -1.8813], [-2.6697, 4.2191, -3.1904], [-2.2326, 3.3346, -4.1736], [-1.4033, 2.2842, -3.8281], [-0.9917, 2.1108, -2.5049], [-0.0128, 0.6512, -1.9952], [-0.9692, -0.6086, -2.9539], [-2.3396, -0.6484, -2.6701], [-3.1864, -1.5083, -3.3446], [-2.6774, -2.3543, -4.3239], [-1.3262, -2.3222, -4.6176], [-0.4740, -1.4521, -3.9391], [1.5620, 0.9112, -2.9027], [2.4417, -0.1457, -3.1502], [3.6344, 0.0711, -3.8241], [3.9872, 1.3522, -4.2265], [3.1458, 2.4177, -3.9399], [1.9397, 2.1989, -3.2862], [-1.4554, 3.4148, 0.4516], [0.0448, 3.1706, -0.1177], [-2.5647, 4.7747, -1.1175], [-3.3320, 5.0361, -3.4511], [-2.5522, 3.4586, -5.2012], [-1.0887, 1.5739, -4.5844], [-2.7500, 0.0117, -1.9137], [-4.2444, -1.5196, -3.1084], [-3.3375, -3.0267, -4.8592], [-0.9222, -2.9701, -5.3860], [0.5676, -1.4361, -4.2133], [2.2200, -1.1384, -2.7826], [4.2970, -0.7642, -4.0226], [4.9191, 1.5210, -4.7534], [3.4202, 3.4235, -4.2340], [1.2887, 3.0410, -3.0870], [0.2739, -4.2323, 1.8151], [0.2075, -2.9832, 0.9461], [0.2350, -1.8211, 1.6624], [1.4355, -3.0074, 0.0027], [2.5633, -2.9659, 0.7239], [1.4369, -1.8997, -0.7937], [1.5157, -4.0650, -0.8041], [-1.0947, -3.0258, 0.1069], [-2.1442, -3.3932, 0.8551], [-1.3699, -1.7734, -0.3436], [-1.0621, -3.8287, -0.9562], [1.2157, -4.2348, 2.3591], [0.1982, -5.1444, 1.2175], [-0.5459, -4.2060, 2.5299], [-0.4585, 4.1010, 4.8264], [0.2922, 4.1893, 3.2311], [-0.3897, 5.5251, 2.2581], [0.1102, 2.8982, 2.4289], [-0.9811, 2.2903, 2.4557], [1.0912, 2.5302, 1.7245], [1.3400, 4.4016, 3.3653], [-6.2015, -1.5263, 3.1438], [-4.8470, -1.0497, 2.7046], [-3.6789, -1.6225, 3.2036], [-2.4478, -1.2015, 2.7420], [-2.3189, -0.2303, 1.8236], [-3.4378, 0.3423, 1.3668], [-4.7007, -0.0346, 1.7666], [-6.2171, -1.7309, 4.2143], [-6.4484, -2.4587, 2.6306], [-6.9781, -0.8003, 2.9124], [-3.7257, -2.4098, 3.9467], [-1.5275, -1.6404, 3.0939], [-3.3074, 1.1458, 0.6482], [-5.5673, 0.4692, 1.3534]],
  "mulliken_charge": [0.309, -0.015, 0.560, -1.359, -0.670, -0.707, 0.002, -0.282, 0.753, 0.482, -1.310, -0.427, -0.176, -0.397, 0.962, 0.243, 0.445, 0.412, 0.457, 0.773, 0.451, 0.410, 0.322, -0.582, -0.526, -0.684, -0.909, -0.165, -0.171, 1.702, 0.583, -0.515, -0.586, -0.784, -0.630, -0.631, 0.474, -0.065, -0.872, -0.710, -0.805, -0.904, 0.292, 0.319, 0.518, 0.416, 0.466, 0.488, 0.175, 0.453, 0.402, 0.447, 0.424, 0.093, 0.507, 0.435, 0.461, 0.406, -2.081, 1.195, 0.921, 0.098, -0.289, 0.342, -0.310, 0.071, -0.327, 0.323, -0.317, 0.460, 0.407, 0.384, -0.148, -0.067, -0.177, 0.287, -0.407, -0.613, 0.389, -1.549, 1.034, -1.029, -0.836, 0.934, -0.672, -0.968, 0.390, 0.295, 0.393, 0.479, 0.717, 0.501, 0.412],
  "homo_ev": -10.94,
  "charge": 1,
  "e_lumo_ev": -2.20
}



Least stable of them? 2.